Record 1
{"formula": "C32H72O12", "method": "wB97M-V/def2-TZVPD", "elements": ["C", "C", "C", "O", "H", "H", "H", "H", "H", "H", "C", "C", "C", "O", "H", "H", "H", "H", "H", "H", "C", "C", "C", "O", "H", "H", "H", "H", "H", "H", "C", "C", "C", "O", "H", "H", "H", "H", "H", "H", "C", "C", "C", "O", "H", "H", "H", "H", "H", "H", "C", "C", "C", "O", "H", "H", "H", "H", "H", "H", "C", "C", "C", "O", "H", "H", "H", "H", "H", "H", "C", "C", "C", "O", "H", "H", "H", "H", "H", "H", "C", "C", "O", "H", "H", "H", "H", "H", "H", "C", "C", "O", "H", "H", "H", "H", "H", "H", "C", "C", "O", "H", "H", "H", "H", "H", "H", "C", "C", "O", "H", "H", "H", "H", "H", "H"], "positions_angstrom": [[-2.60, -4.24, 1.42], [-2.83, -3.38, 2.65], [-3.47, -1.98, 2.36], [-2.51, -3.77, 3.76], [-3.53, -4.48, 0.89], [-2.06, -5.09, 1.78], [-2.00, -3.68, 0.68], [-4.05, -1.67, 3.17], [-4.10, -2.01, 1.42], [-2.68, -1.29, 2.31], [3.04, 1.63, 1.79], [3.88, 1.53, 0.52], [4.12, 2.84, -0.15], [4.42, 0.51, 0.14], [3.05, 0.67, 2.27], [2.06, 1.88, 1.48], [3.36, 2.44, 2.46], [4.33, 3.53, 0.64], [3.19, 3.17, -0.66], [4.90, 2.73, -0.86], [-1.89, 4.79, 1.84], [-0.52, 4.09, 1.97], [0.64, 4.85, 2.57], [-0.41, 3.01, 1.49], [-2.58, 4.20, 1.14], [-1.87, 5.85, 1.52], [-2.36, 4.81, 2.80], [0.40, 5.33, 3.49], [0.86, 5.58, 1.82], [1.47, 4.21, 2.71], [0.68, 1.90, -3.55], [0.37, 2.90, -2.45], [-1.09, 3.34, -2.28], [1.23, 3.27, -1.66], [0.82, 2.43, -4.49], [-0.15, 1.24, -3.73], [1.58, 1.34, -3.27], [-1.47, 2.42, -1.81], [-1.66, 3.45, -3.21], [-1.09, 4.26, -1.63], [-0.78, -2.94, -2.50], [0.61, -3.27, -1.96], [1.48, -4.08, -2.90], [0.95, -2.92, -0.84], [-0.87, -1.88, -2.76], [-1.50, -3.19, -1.70], [-1.06, -3.53, -3.38], [0.89, -5.04, -3.00], [2.46, -4.32, -2.44], [1.44, -3.59, -3.88], [1.17, -0.43, 5.38], [-0.04, -1.21, 4.91], [-0.90, -1.82, 5.94], [-0.29, -1.33, 3.75], [1.02, 0.19, 6.25], [1.39, 0.18, 4.54], [2.03, -1.13, 5.55], [-1.04, -1.09, 6.78], [-0.49, -2.80, 6.24], [-1.90, -2.00, 5.59], [-2.89, 1.45, 3.49], [-4.19, 2.12, 3.25], [-5.25, 1.34, 2.51], [-4.33, 3.31, 3.49], [-3.15, 0.41, 3.61], [-2.46, 1.86, 4.43], [-2.25, 1.68, 2.68], [-4.67, 0.66, 1.86], [-5.92, 1.97, 1.94], [-5.84, 0.76, 3.24], [2.98, -2.28, 1.70], [4.09, -1.99, 2.66], [5.52, -2.11, 2.12], [3.90, -1.50, 3.81], [2.99, -3.34, 1.40], [3.20, -1.78, 0.75], [1.99, -2.07, 2.17], [5.70, -3.16, 1.78], [6.15, -1.76, 2.91], [5.57, -1.50, 1.23], [0.95, -0.05, -0.58], [-0.19, -0.10, 0.44], [-1.29, 0.80, 0.17], [1.40, 0.96, -0.60], [0.53, -0.29, -1.54], [1.68, -0.80, -0.36], [0.13, 0.23, 1.41], [-0.59, -1.13, 0.57], [-1.15, 1.64, 0.60], [-4.57, 0.70, -2.73], [-3.84, -0.52, -2.24], [-2.41, -0.39, -2.11], [-5.64, 0.46, -2.81], [-4.11, 1.10, -3.65], [-4.49, 1.54, -2.03], [-3.98, -1.38, -2.93], [-4.20, -0.84, -1.29], [-2.26, 0.23, -1.36], [-2.64, -1.32, -6.17], [-1.51, -0.44, -5.79], [-1.62, 0.92, -6.22], [-2.57, -1.64, -7.19], [-3.57, -0.83, -5.98], [-2.63, -2.18, -5.51], [-0.52, -0.82, -6.18], [-1.48, -0.39, -4.71], [-1.81, 0.91, -7.19], [4.37, -1.33, -2.88], [5.80, -0.74, -2.86], [5.72, 0.63, -3.13], [4.45, -2.40, -2.95], [3.92, -0.99, -3.82], [3.80, -1.04, -1.97], [6.48, -1.26, -3.53], [6.15, -0.87, -1.88], [6.49, 1.14, -2.91]], "molar_mass_g_mol": 648.9, "homo_lumo_gap_ha": 0.356, "homo_ev": -9.11, "smiles": "CC(C)=O.CC(C)=O.CC(C)=O.CC(C)=O.CC(C)=O.CC(C)=O.CC(C)=O.CC(C)=O.CCO.CCO.CCO.CCO", "lumo_ev": 0.6, "e_above_lowest_kj_mol": 0.0}

=====

Record 2
{"formula": "C32H75BrFN4O6SSi", "method": "wB97M-V/def2-TZVPD", "elements": ["C", "O", "C", "C", "C", "C", "C", "C", "C", "C", "N", "S", "C", "N", "C", "C", "N", "C", "C", "O", "Si", "C", "C", "C", "C", "Br", "N", "C", "C", "F", "H", "H", "H", "H", "H", "H", "H", "H", "H", "H", "H", "H", "H", "H", "H", "H", "H", "H", "H", "H", "H", "H", "H", "H", "H", "H", "H", "H", "H", "H", "H", "H", "H", "H", "H", "H", "H", "H", "H", "H", "H", "H", "H", "C", "C", "C", "O", "H", "H", "H", "H", "H", "H", "H", "H", "C", "C", "C", "O", "H", "H", "H", "H", "H", "H", "H", "H", "C", "C", "C", "O", "H", "H", "H", "H", "H", "H", "H", "H", "C", "C", "C", "O", "H", "H", "H", "H", "H", "H", "H", "H"], "positions_angstrom": [[-3.97, 1.89, -0.14], [-4.16, 1.28, -1.41], [-4.06, 2.18, -2.50], [-2.65, 2.68, -2.73], [-1.68, 1.57, -3.11], [-0.68, 1.20, -1.99], [0.78, 1.42, -2.37], [1.10, 2.82, -2.96], [2.23, 3.44, -2.10], [1.54, 3.95, -0.84], [2.27, 3.70, 0.44], [3.91, 3.13, 0.48], [1.63, 3.91, 1.54], [0.35, 4.43, 1.49], [-0.59, 3.68, 2.37], [0.00, 2.37, 2.95], [-0.05, 1.34, 1.88], [-0.98, 1.94, 4.04], [-0.86, 0.50, 4.53], [-1.55, -0.36, 3.64], [-0.93, -1.92, 3.37], [0.18, -1.98, 1.84], [-0.07, -2.65, 4.88], [-2.38, -3.05, 2.97], [1.44, 2.56, 3.46], [2.53, 0.91, 3.31], [2.20, 3.62, 2.79], [2.41, 4.81, 3.60], [2.91, 6.00, 2.81], [1.25, 5.18, 4.26], [-2.98, 1.62, 0.24], [-4.69, 1.51, 0.57], [-4.05, 2.97, -0.20], [-4.71, 3.04, -2.35], [-4.41, 1.64, -3.36], [-2.29, 3.23, -1.86], [-2.70, 3.41, -3.54], [-1.12, 1.82, -4.01], [-2.23, 0.67, -3.37], [-0.82, 0.15, -1.79], [-0.95, 1.76, -1.09], [1.11, 0.64, -3.04], [1.35, 1.31, -1.45], [0.22, 3.45, -2.86], [1.42, 2.70, -3.98], [2.67, 4.26, -2.65], [2.94, 2.64, -1.92], [0.55, 3.53, -0.77], [1.41, 5.02, -0.93], [3.71, 1.91, 1.03], [0.40, 5.40, 1.80], [-0.99, 4.30, 3.16], [-1.41, 3.36, 1.74], [0.22, 1.73, 0.98], [-1.03, 1.08, 1.79], [-0.97, 2.65, 4.86], [-1.96, 2.01, 3.58], [0.18, 0.24, 4.70], [-1.35, 0.45, 5.50], [-0.42, -2.20, 0.97], [0.77, -1.09, 1.71], [0.84, -2.83, 2.00], [-0.39, -3.68, 4.95], [1.00, -2.66, 4.72], [-0.34, -2.07, 5.75], [-2.00, -3.92, 2.45], [-3.13, -2.57, 2.34], [-2.80, -3.39, 3.91], [1.42, 2.76, 4.52], [3.18, 4.55, 4.31], [3.40, 6.65, 3.52], [2.10, 6.57, 2.37], [3.65, 5.72, 2.08], [-0.66, -3.14, -3.70], [0.18, -1.94, -4.13], [-0.51, -1.14, -5.23], [1.47, -2.37, -4.58], [-0.81, -3.82, -4.55], [-0.15, -3.70, -2.92], [-1.63, -2.83, -3.33], [0.36, -1.30, -3.27], [-0.66, -1.75, -6.12], [0.11, -0.28, -5.52], [-1.48, -0.77, -4.89], [1.34, -2.94, -5.34], [1.56, -7.84, 4.90], [1.52, -6.38, 4.49], [2.60, -5.57, 5.20], [0.23, -5.82, 4.77], [1.38, -7.94, 5.97], [0.78, -8.40, 4.39], [2.52, -8.29, 4.67], [1.65, -6.30, 3.41], [2.45, -5.61, 6.28], [2.56, -4.53, 4.90], [3.59, -5.96, 4.97], [0.08, -5.89, 5.72], [-5.46, -3.00, -0.41], [-4.32, -2.20, -1.03], [-4.79, -1.35, -2.19], [-3.29, -3.09, -1.46], [-5.90, -3.68, -1.15], [-5.10, -3.61, 0.42], [-6.25, -2.34, -0.05], [-3.87, -1.56, -0.26], [-5.20, -1.98, -2.99], [-3.96, -0.78, -2.62], [-5.56, -0.64, -1.88], [-3.66, -3.67, -2.14], [3.87, 1.23, -5.81], [4.69, 0.33, -4.90], [4.82, -1.07, -5.48], [4.10, 0.27, -3.60], [2.86, 0.84, -5.92], [3.79, 2.23, -5.38], [4.32, 1.32, -6.80], [5.69, 0.76, -4.76], [3.84, -1.53, -5.59], [5.41, -1.70, -4.82], [5.30, -1.05, -6.46], [3.22, -0.12, -3.72]], "molar_mass_g_mol": 771.0, "homo_lumo_gap_ha": 0.281, "total_charge": 1, "homo_ev": -11.48, "lumo_ev": -3.8}

=====

Record 3
{"formula": "C32H78AlClNO16P4S2", "method": "wB97M-V/def2-TZVPD", "elements": ["C", "C", "C", "C", "C", "C", "C", "C", "N", "C", "C", "C", "C", "C", "C", "C", "C", "C", "S", "S", "C", "C", "C", "Al", "Cl", "H", "H", "H", "H", "H", "H", "H", "H", "H", "H", "H", "H", "H", "H", "H", "H", "H", "H", "H", "H", "H", "H", "H", "H", "H", "H", "H", "H", "H", "H", "H", "H", "H", "H", "H", "H", "H", "H", "H", "H", "H", "H", "C", "O", "P", "O", "O", "C", "O", "C", "H", "H", "H", "H", "H", "H", "H", "H", "H", "C", "O", "P", "O", "O", "C", "O", "C", "H", "H", "H", "H", "H", "H", "H", "H", "H", "C", "O", "P", "O", "O", "C", "O", "C", "H", "H", "H", "H", "H", "H", "H", "H", "H", "C", "O", "P", "O", "O", "C", "O", "C", "H", "H", "H", "H", "H", "H", "H", "H", "H"], "positions_angstrom": [[7.07, -5.94, 0.93], [7.45, -4.64, 1.65], [7.87, -3.50, 0.72], [6.82, -3.07, -0.32], [5.39, -2.89, 0.22], [4.33, -3.76, -0.49], [3.98, -3.13, -1.85], [2.55, -3.45, -2.37], [1.57, -3.64, -1.31], [0.36, -2.82, -1.43], [0.52, -1.57, -0.55], [-0.70, -0.63, -0.61], [-1.17, -0.35, 0.82], [-1.76, -1.64, 1.45], [-3.26, -1.50, 1.74], [-3.76, -2.78, 2.45], [-3.74, -3.98, 1.50], [1.35, -4.94, -0.89], [0.58, -5.21, 0.53], [1.93, -6.36, -1.83], [0.47, -7.38, -2.23], [-0.30, -8.05, -1.06], [-1.71, -7.44, -0.91], [-2.98, -8.65, 0.12], [-2.97, -8.17, 2.33], [6.40, -5.72, 0.10], [7.96, -6.44, 0.55], [6.59, -6.62, 1.63], [8.31, -4.87, 2.29], [6.66, -4.35, 2.34], [8.74, -3.86, 0.16], [8.16, -2.64, 1.33], [7.12, -2.11, -0.74], [6.79, -3.78, -1.15], [5.04, -1.86, 0.17], [5.31, -3.15, 1.28], [3.48, -3.82, 0.19], [4.71, -4.77, -0.68], [4.66, -3.55, -2.59], [4.14, -2.05, -1.87], [2.24, -2.57, -2.94], [2.61, -4.26, -3.10], [-0.55, -3.33, -1.11], [0.19, -2.44, -2.44], [1.42, -1.05, -0.89], [0.76, -1.90, 0.46], [-0.34, 0.33, -0.99], [-1.51, -1.03, -1.22], [-1.94, 0.43, 0.80], [-0.35, 0.02, 1.44], [-1.64, -2.43, 0.71], [-1.29, -1.90, 2.40], [-3.79, -1.38, 0.79], [-3.45, -0.65, 2.40], [-3.10, -3.01, 3.29], [-4.78, -2.61, 2.80], [-2.73, -4.27, 1.24], [-4.18, -4.85, 1.98], [-4.30, -3.77, 0.58], [0.90, -8.19, -2.83], [-0.21, -6.85, -2.90], [0.30, -7.95, -0.15], [-0.43, -9.11, -1.27], [-1.70, -6.44, -0.48], [-2.13, -7.36, -1.91], [-2.55, -10.17, -0.19], [-4.46, -8.39, -0.46], [-1.38, 1.14, -7.28], [-1.41, 0.82, -5.88], [-2.18, 1.86, -4.86], [-1.79, 1.33, -3.53], [-3.65, 1.39, -5.36], [-4.11, 0.10, -4.96], [-2.78, 3.35, -4.58], [-2.07, 4.17, -3.63], [-0.88, 0.33, -7.80], [-2.40, 1.23, -7.68], [-0.83, 2.07, -7.46], [-3.44, -0.37, -4.24], [-4.18, -0.54, -5.84], [-5.09, 0.21, -4.52], [-0.99, 4.08, -3.74], [-2.37, 3.89, -2.62], [-2.36, 5.21, -3.80], [-9.28, -6.63, 6.17], [-8.06, -6.73, 6.93], [-6.66, -6.22, 6.21], [-5.64, -6.70, 7.16], [-7.02, -4.64, 6.38], [-6.94, -4.07, 7.68], [-5.91, -5.94, 4.82], [-4.92, -6.90, 4.37], [-10.10, -6.96, 6.80], [-9.46, -5.59, 5.88], [-9.24, -7.25, 5.28], [-6.50, -4.76, 8.40], [-7.94, -3.80, 8.01], [-6.32, -3.18, 7.61], [-5.24, -7.92, 4.55], [-3.98, -6.70, 4.88], [-4.78, -6.75, 3.31], [3.59, 8.48, -4.66], [2.39, 7.73, -4.39], [1.14, 8.51, -3.64], [0.24, 7.38, -3.32], [0.74, 9.33, -4.97], [0.12, 8.61, -6.04], [0.63, 9.75, -2.74], [0.25, 9.46, -1.38], [4.28, 7.82, -5.20], [3.37, 9.34, -5.30], [4.06, 8.81, -3.74], [-0.13, 7.59, -5.76], [0.81, 8.59, -6.89], [-0.78, 9.14, -6.32], [0.93, 8.76, -0.91], [-0.77, 9.06, -1.37], [0.26, 10.40, -0.82], [3.11, 12.83, 5.00], [3.74, 11.64, 4.48], [3.04, 10.90, 3.18], [3.80, 9.63, 3.11], [3.52, 12.02, 2.12], [4.90, 12.06, 1.75], [1.68, 10.65, 2.34], [1.02, 9.38, 2.52], [3.73, 13.20, 5.81], [3.04, 13.60, 4.23], [2.12, 12.60, 5.38], [5.45, 11.21, 2.15], [5.34, 12.98, 2.13], [4.95, 12.05, 0.67], [1.02, 9.06, 3.56], [1.51, 8.63, 1.90], [-0.01, 9.50, 2.19]], "molar_mass_g_mol": 983.4, "homo_lumo_gap_ha": 0.197, "total_charge": -1, "homo_ev": -4.84, "lumo_ev": 0.5}